Formula: OS2
Source: the OMol25 dataset
Level of theory: ωB97M-V/def2-TZVPD

Each line ends with the natural charge from an NBO analysis.
Cartesian coordinates (Å):
O1 -0.022 -0.457 0.002  -0.662
S1 -1.353 0.223 -0.001  0.385
S2 1.374 0.234 -0.001  0.277

Properties
F_max = 4.84 eV/A
energy above the lowest of the compared OMol25 structures with the same formula, charge and spin = 74.8 kcal per mole
energy = -23713.77348 eV
Kohn-Sham gap (spin up / spin down) = 6.74 / 6.74 eV
multiplicity = 1
net charge = 0